The following is a quantum chemistry calculation of C22H15MnN8O2S2Se as an isolated structure, from OMol25.

Geometry as XYZ:
```
51
Properties=species:S:1:pos:R:3:forces:R:3
Mn 0.0710 0.3802 -2.4609 0.13 -0.20 0.29
N -1.5738 1.9416 5.2115 -0.05 0.02 0.01
C -0.7349 1.8196 4.0961 -0.01 -0.01 0.00
C 0.4359 2.5675 4.0057 0.00 -0.01 -0.03
C 1.2821 2.4191 2.9178 0.03 0.13 -0.03
C 0.9696 1.5197 1.9163 -0.09 -0.16 -0.02
C -0.1909 0.7590 2.0045 0.04 -0.04 -0.01
C -1.0394 0.9074 3.0837 0.04 0.01 -0.02
S 2.0435 1.2737 0.5292 0.06 0.07 0.05
O 3.0741 2.2776 0.6056 0.00 -0.04 0.02
O 2.4309 -0.1116 0.5240 -0.05 -0.01 0.01
N 1.0962 1.4675 -0.7595 0.28 -0.07 0.24
C 0.5885 2.6543 -1.1294 -0.05 0.06 -0.03
N 0.6508 3.8199 -0.4709 -0.01 0.00 -0.03
C 0.0677 4.8403 -1.0860 0.00 0.09 -0.05
C -0.5838 4.7698 -2.3140 -0.04 -0.08 -0.05
C -0.6455 3.5150 -2.9035 0.22 -0.03 0.34
N -0.0641 2.4913 -2.3048 -0.35 0.16 -0.33
H -1.5219 2.8394 5.6673 0.01 -0.01 0.00
H -2.5310 1.6824 5.0290 0.01 -0.01 0.02
H 0.6836 3.2739 4.7896 -0.01 0.01 0.02
H 2.1809 3.0145 2.8313 0.02 -0.02 -0.02
H -0.4250 0.0464 1.2233 -0.01 -0.01 -0.01
H -1.9399 0.3071 3.1436 -0.02 0.01 0.01
H 0.1207 5.7926 -0.5655 0.00 -0.01 0.03
H -1.0311 5.6411 -2.7674 -0.01 0.00 0.00
H -1.1422 3.2758 -3.8380 -0.02 0.07 -0.02
S -0.0854 -6.4493 0.8066 0.00 0.00 -0.01
N 0.9869 -5.7890 -0.2152 0.09 0.01 -0.04
C 0.5525 -4.5791 -0.5110 0.00 -0.04 0.01
C 1.2120 -3.6332 -1.3950 -0.15 -0.05 0.12
C 2.3934 -3.8944 -2.0386 0.14 0.07 -0.13
C 2.9530 -2.9196 -2.8787 -0.10 -0.06 0.09
C 2.2778 -1.7238 -3.0187 -0.06 0.06 -0.03
N 1.1408 -1.4343 -2.3915 0.02 0.12 0.02
C 0.5713 -2.3706 -1.5686 0.13 -0.04 -0.02
C -0.6467 -2.0512 -0.9374 -0.10 0.03 0.06
N -1.2039 -0.8202 -1.1927 0.01 0.12 -0.01
C -2.3804 -0.5186 -0.6476 0.05 0.08 -0.06
C -3.0786 -1.3488 0.2053 0.10 -0.13 0.00
C -2.5190 -2.6100 0.4949 -0.15 0.12 0.03
C -1.3256 -2.9642 -0.0747 0.13 -0.11 -0.02
C -0.6838 -4.2517 0.1378 0.00 -0.05 0.01
N -1.1421 -5.2229 0.9026 -0.08 0.06 0.04
H 2.8773 -4.8514 -1.8927 -0.01 -0.01 0.02
H 3.8829 -3.0822 -3.4017 0.01 -0.01 0.00
H 2.6594 -0.9466 -3.6713 0.00 -0.01 0.01
H -2.7772 0.4567 -0.9111 0.00 0.00 0.00
H -4.0262 -1.0351 0.6169 -0.01 0.00 0.02
H -3.0208 -3.3099 1.1508 0.01 -0.01 0.00
Se -0.8897 0.1643 -4.5475 -0.17 -0.04 -0.48
```
Positions in Å, forces in eV/Å.

## Properties
- Multiplicity: 6
- Total charge: -1
- Orbital gap (spin up / spin down): 4.58 / 6.89 eV
- HOMO level (spin up / spin down): -2.5841 / -4.5960 eV
- Maximum force: 0.51 eV Å⁻¹

Mulliken atomic charges, in units of e: atom 1 (Mn): -0.141, atom 2 (N): -0.616, atom 3 (C): 1.106, atom 4 (C): -0.744, atom 5 (C): -0.300, atom 6 (C): -0.595, atom 7 (C): -0.010, atom 8 (C): -0.818, atom 9 (S): 1.310, atom 10 (O): -0.749, atom 11 (O): -0.729, atom 12 (N): -0.615, atom 13 (C): 1.001, atom 14 (N): -0.481, atom 15 (C): -0.107, atom 16 (C): -0.791, atom 17 (C): 0.075, atom 18 (N): -0.120, atom 19 (H): 0.226, atom 20 (H): 0.234, atom 21 (H): 0.271, atom 22 (H): 0.482, atom 23 (H): 0.304, atom 24 (H): 0.335, atom 25 (H): 0.396, atom 26 (H): 0.361, atom 27 (H): 0.373, atom 28 (S): 0.052, atom 29 (N): -0.734, atom 30 (C): 0.729, atom 31 (C): 0.253, atom 32 (C): -0.255, atom 33 (C): -1.006, atom 34 (C): -0.153, atom 35 (N): -0.297, atom 36 (C): -0.060, atom 37 (C): 0.236, atom 38 (N): -0.355, atom 39 (C): -0.357, atom 40 (C): -0.914, atom 41 (C): -0.409, atom 42 (C): 0.611, atom 43 (C): 0.789, atom 44 (N): -0.720, atom 45 (H): 0.499, atom 46 (H): 0.394, atom 47 (H): 0.398, atom 48 (H): 0.389, atom 49 (H): 0.453, atom 50 (H): 0.494, atom 51 (Se): -0.692